[1]
A single C23H35N3O7S molecule, computed with ωB97M-V with the def2-TZVPD basis set.

Structure (XYZ):
```
69
C23H35N3O7S (ωB97M-V with the def2-TZVPD basis set)
C -0.386 -3.592 0.075
O -1.323 -3.250 1.075
C -2.425 -2.501 0.792
C -3.039 -1.936 1.907
C -4.164 -1.145 1.799
C -4.711 -0.884 0.553
C -5.903 0.023 0.411
C -5.542 1.479 0.740
N -4.455 1.958 -0.082
C -3.252 2.306 0.429
O -3.054 2.398 1.622
C -2.201 2.587 -0.648
C -1.796 1.273 -1.330
C -1.066 0.380 -0.328
N 0.114 1.026 0.200
S 1.421 1.024 -0.828
O 1.448 2.151 -1.715
O 1.471 -0.280 -1.426
N 2.612 1.263 0.313
C 2.845 0.117 1.163
C 3.746 -0.929 0.505
C 5.059 -0.269 0.044
C 4.740 0.906 -0.883
C 3.824 1.894 -0.163
O 5.819 0.190 1.149
C 6.683 -0.851 1.543
C 6.711 -1.812 0.335
O 5.893 -1.189 -0.629
C -0.166 2.301 0.829
C -0.947 3.256 -0.076
C -4.117 -1.455 -0.564
C -2.997 -2.272 -0.474
O -2.416 -2.870 -1.565
C -2.902 -2.568 -2.847
H 0.431 -4.074 0.612
H -0.003 -2.709 -0.443
H -0.804 -4.289 -0.653
H -2.594 -2.136 2.868
H -4.608 -0.722 2.687
H -6.292 -0.030 -0.609
H -6.695 -0.291 1.092
H -5.200 1.566 1.773
H -6.420 2.119 0.599
H -4.564 1.872 -1.080
H -2.654 3.256 -1.389
H -2.669 0.744 -1.718
H -1.117 1.492 -2.157
H -0.732 -0.539 -0.810
H -1.720 0.135 0.514
H 1.867 -0.308 1.392
H 3.312 0.480 2.084
H 3.248 -1.343 -0.371
H 3.958 -1.732 1.212
H 4.244 0.513 -1.770
H 5.671 1.391 -1.174
H 3.519 2.694 -0.837
H 4.345 2.314 0.702
H 7.661 -0.414 1.758
H 6.304 -1.349 2.444
H 6.315 -2.801 0.599
H 7.708 -1.927 -0.095
H 0.798 2.734 1.099
H -0.745 2.100 1.734
H -1.228 4.136 0.503
H -0.304 3.559 -0.904
H -4.560 -1.271 -1.531
H -3.939 -2.896 -2.977
H -2.822 -1.499 -3.069
H -2.264 -3.121 -3.535
```

## Properties
Total charge: 0
Energy above the lowest of the compared OMol25 structures with the same formula, charge and spin (kcal per mole): 28.81
E_tot (a.u.): -1986.55105
SMILES: COc1ccc(CCNC(=O)C2CCN(S(=O)(=O)N3CCC4(CC3)OCCO4)CC2)cc1OC
Largest force on an atom (Eh/bohr): 0.022

[2]
2 unconnected molecules or ions with the total composition C3H9NO2, computed with ωB97M-V with the def2-TZVPD basis set.

Structure (XYZ):
```
15
C3H9NO2 (ωB97M-V with the def2-TZVPD basis set)
N 1.616 -0.483 -0.387
C 2.724 0.049 0.122
O 3.857 -0.368 -0.063
H 1.772 -1.283 -0.972
H 0.648 -0.162 -0.151
H 2.555 1.114 0.477
C -2.981 -0.094 -1.015
C -2.790 0.163 0.498
O -1.491 0.671 0.853
H -2.499 -1.023 -1.306
H -3.967 -0.093 -1.362
H -2.506 0.741 -1.569
H -3.023 -0.767 1.053
H -3.462 0.995 0.776
H -1.477 0.730 1.809
```

## Properties
Total charge: 0
Energy above the lowest of the compared OMol25 structures with the same formula, charge and spin (kcal per mole): 30.00
E_tot (a.u.): -324.92481
SMILES: NC=O.CCO
Largest force on an atom (Eh/bohr): 0.059

[3]
2 unconnected molecules or ions with the total composition C4H6N, computed with ωB97M-V with the def2-TZVPD basis set.

Structure (XYZ):
```
11
C4H6N (ωB97M-V with the def2-TZVPD basis set)
C 1.791 -0.404 0.041
C 2.701 -0.027 -0.891
C -2.294 -0.140 -0.416
C 0.924 -0.623 0.876
N -1.339 -0.170 0.461
H 2.941 1.006 -1.017
H 3.085 -0.771 -1.478
H -3.041 0.675 -0.276
H -2.284 -0.715 -1.382
H 0.275 -0.742 1.806
H -1.581 0.392 1.249
```

## Properties
Total charge: +1
Energy above the lowest of the compared OMol25 structures with the same formula, charge and spin (kcal per mole): 88.93
E_tot (a.u.): -210.31432
Largest force on an atom (Eh/bohr): 0.089